No. 1
Molecular formula: C8H30N6O7
Method: DFT, ωB97M-V/def2-TZVPD

Results
Energy relative to the best compared isomer or geometry (same formula, charge and spin) in kcal/mol: 0.0
Energy in Ha: -1178.0651

Positions of all 51 atoms, in Å:
N (-5.5829, 1.5491, 0.5305)
C (-4.5852, 1.4219, 1.4625)
N (-3.3303, 1.2419, 0.9806)
O (-4.8721, 1.3142, 2.6559)
H (-5.3615, 1.3477, -0.4290)
H (-6.5391, 1.7861, 0.6935)
H (-2.8130, 0.6820, 1.6464)
H (-3.2110, 1.0965, -0.0055)
N (4.0890, -0.1977, 2.3874)
C (3.5352, 1.0085, 2.6492)
N (2.1785, 1.0434, 2.6654)
O (4.2330, 2.0236, 2.7674)
H (5.0916, -0.2083, 2.3450)
H (3.5281, -1.0224, 2.3050)
H (1.7750, 1.9399, 2.8754)
H (1.5802, 0.2321, 2.7331)
N (1.2523, 3.0826, -1.2099)
C (0.8558, 1.9771, -1.8899)
N (1.8973, 1.1021, -2.1520)
O (-0.3214, 1.8157, -2.2004)
H (2.1791, 3.3547, -0.9533)
H (0.5152, 3.7621, -1.1053)
H (2.8169, 1.3251, -1.8304)
H (1.7938, 0.5143, -2.9671)
C (0.6023, -1.7609, -0.0093)
C (-0.1051, -0.5446, 0.5677)
O (-0.1179, -0.5703, 2.0048)
H (0.2822, -2.6710, 0.5038)
H (1.6860, -1.7961, 0.1251)
H (0.3176, -1.7991, -1.0592)
H (-1.1245, -0.6406, 0.1829)
H (0.3220, 0.4121, 0.2679)
H (-0.5587, 0.2629, 2.2390)
C (1.8781, -1.8841, -3.9370)
O (1.7821, -0.6656, -4.6803)
H (1.1311, -2.6375, -4.1868)
H (2.8944, -2.2838, -3.9590)
H (1.7318, -1.6418, -2.8814)
H (2.2564, -0.8569, -5.4959)
C (-1.1217, -4.4660, -2.8734)
O (-0.2717, -5.5452, -3.2280)
H (-1.9564, -4.4301, -3.5875)
H (-1.4214, -4.6594, -1.8457)
H (-0.5952, -3.5071, -2.9731)
H (0.1731, -5.3716, -4.0603)
C (-1.5469, 2.8130, 4.1371)
O (-1.2547, 1.5109, 3.5981)
H (-0.7235, 3.5093, 3.9388)
H (-2.4549, 3.1828, 3.6666)
H (-1.6315, 2.7805, 5.2246)
H (-0.8772, 1.0681, 4.3661)

***

No. 2
Molecular formula: C8H30N8O7
Method: DFT, ωB97M-V/def2-TZVPD

Results
Energy relative to the best compared isomer or geometry (same formula, charge and spin) in kcal/mol: 178.9
Energy in Ha: -1287.3777

Positions of all 53 atoms, in Å:
N (1.8050, -9.3980, 20.0440)
C (2.4370, -8.2640, 20.1340)
N (3.6760, -8.5290, 19.8400)
O (1.7910, -7.0110, 20.3820)
H (0.7970, -9.4580, 20.1830)
H (2.3020, -10.3010, 19.8190)
H (4.2380, -7.7360, 19.8210)
H (4.2120, -9.3830, 20.1110)
N (-4.2910, -8.8760, 23.2450)
C (-4.7690, -9.7700, 22.4540)
N (-3.8410, -10.1350, 21.5670)
O (-6.0780, -9.9980, 22.4060)
H (-3.3290, -8.5930, 23.1960)
H (-4.9240, -8.3330, 23.8320)
H (-3.9970, -11.0720, 21.2110)
H (-2.8540, -9.7910, 21.6520)
N (-1.2500, -8.9600, 21.9360)
C (-1.0910, -8.4890, 20.7540)
N (-0.9060, -9.4040, 19.8260)
O (-1.1050, -7.0870, 20.4480)
H (-1.2050, -8.2210, 22.6550)
H (-1.0400, -9.9580, 22.1380)
H (-0.6630, -9.1850, 18.8300)
H (-1.1390, -10.3840, 19.9710)
N (-0.9810, -11.9550, 19.9310)
C (-2.1870, -12.2600, 19.8790)
N (-2.6830, -12.3090, 18.6470)
O (-2.9030, -12.6760, 20.9730)
H (-0.4730, -11.9840, 20.8030)
H (-0.3610, -12.0430, 19.1690)
H (-3.5540, -12.8310, 18.6060)
H (-2.1220, -11.9800, 17.8300)
C (-1.5610, -11.5010, 23.9520)
C (-0.4080, -12.2420, 23.2680)
O (0.3180, -11.4270, 22.3310)
H (-1.3320, -10.4540, 24.1700)
H (-1.6890, -11.8100, 25.0110)
H (-2.5210, -11.5150, 23.5630)
H (-0.7470, -13.1050, 22.6340)
H (0.3470, -12.7070, 24.0240)
H (1.2670, -11.6420, 22.3230)
C (1.6710, -14.4610, 21.0000)
O (1.7560, -14.5960, 19.5460)
H (0.7160, -14.8790, 21.1810)
H (1.6000, -13.4430, 21.2870)
H (2.2620, -14.9930, 21.7160)
H (1.8050, -15.5070, 19.2110)
C (3.1850, -10.6100, 22.9540)
O (2.9960, -11.4870, 21.9850)
H (3.4750, -9.6410, 22.5310)
H (3.8580, -10.8930, 23.7410)
H (2.1340, -10.3440, 23.3280)
H (3.7810, -11.8650, 21.6900)

***

No. 3
Molecular formula: C8H30O8
Method: DFT, ωB97M-V/def2-TZVPD

Results
Energy relative to the best compared isomer or geometry (same formula, charge and spin) in kcal/mol: 83.1
Energy in Ha: -924.6016

Positions of all 46 atoms, in Å:
C (-2.1212, -1.8456, 1.5293)
C (-1.1802, -1.0692, 1.0716)
C (0.3126, -1.0235, 1.4452)
C (1.0654, -1.4807, 2.5054)
C (1.0412, -0.4712, 0.2023)
C (0.8020, -1.3869, -1.0527)
C (2.0307, -1.2656, -1.9670)
C (3.2188, -2.0574, -1.4458)
H (-3.1805, -1.7544, 1.2804)
H (-1.9071, -2.6959, 2.1742)
H (-1.4253, -0.3341, 0.3149)
H (2.0912, -1.5444, 2.4483)
H (0.6744, -1.8725, 3.5028)
H (0.8108, 0.6130, -0.0956)
H (2.2470, -0.3003, 0.3641)
H (-0.1300, -1.0606, -1.5468)
H (0.7191, -2.4236, -0.9072)
H (2.5293, -0.2418, -2.0165)
H (1.8055, -1.4641, -2.9874)
H (4.1853, -1.7526, -1.9224)
H (3.3882, -1.8323, -0.3789)
H (2.9822, -3.1824, -1.5259)
O (2.2945, 3.2278, 0.6996)
H (2.8914, 2.5574, 0.4542)
H (1.7513, 3.3991, -0.1428)
O (0.1782, 2.9792, -0.8643)
H (0.1450, 2.4055, -1.6792)
H (-0.5769, 2.7309, -0.3269)
O (-0.1022, 2.4209, -3.6694)
H (-0.9647, 1.9953, -3.6046)
H (0.2298, 2.0043, -4.4707)
O (-3.4912, 1.3468, -0.2950)
H (-2.5944, 1.6686, -0.2906)
H (-3.3010, 0.4309, -0.0016)
O (-0.5939, 2.0613, 1.6228)
H (-1.0160, 2.3822, 2.5003)
H (0.2960, 1.8934, 2.0867)
O (-1.4723, 0.6106, 3.9785)
H (-1.8187, -0.2917, 3.6948)
H (-1.2811, 1.0789, 3.1513)
O (1.2685, -4.7542, 0.2079)
H (1.8552, -4.4921, -0.5746)
H (0.3536, -4.5616, -0.0532)
O (-2.5357, 0.6903, -2.7228)
H (-3.4268, 0.5012, -2.9974)
H (-2.7154, 1.0824, -1.8368)

***

No. 4
Molecular formula: C8H31LiN12O10
Method: DFT, ωB97M-V/def2-TZVPD

Results
Energy in Ha: -1740.3816

Positions of all 62 atoms, in Å:
Li (-19.7018, -25.8254, -4.1186)
C (-14.6912, -21.7942, -3.8300)
C (-15.8643, -22.7022, -3.8713)
O (-16.4179, -23.2204, -2.8622)
O (-16.4219, -22.9093, -4.9542)
H (-13.8925, -22.3557, -3.3453)
H (-14.8592, -20.9010, -3.2284)
H (-14.3856, -21.5398, -4.8449)
C (-15.1916, -18.8702, 2.4446)
O (-15.7816, -18.0289, 1.7999)
N (-15.7193, -19.7578, 3.2295)
N (-13.9185, -18.8877, 2.5155)
H (-16.6836, -20.0572, 3.2551)
H (-15.0365, -20.2824, 3.7573)
H (-13.5579, -18.2576, 1.8134)
H (-13.5348, -19.7939, 2.7429)
C (-17.1279, -17.4498, -7.9597)
O (-16.7283, -16.5038, -8.5542)
N (-17.3723, -17.5017, -6.7074)
N (-17.2000, -18.6638, -8.3956)
H (-17.8676, -18.2763, -6.2893)
H (-17.1147, -16.7614, -6.0704)
H (-17.4044, -19.4584, -7.8065)
H (-17.0322, -18.6415, -9.3913)
C (-8.2427, -17.4485, -3.6721)
O (-8.9266, -17.4189, -2.7389)
N (-7.0438, -16.9652, -3.8678)
N (-8.5492, -18.1440, -4.6909)
H (-6.5501, -16.8699, -4.7437)
H (-6.7351, -16.3360, -3.1405)
H (-8.0548, -18.1627, -5.5714)
H (-9.4484, -18.5703, -4.8635)
C (-8.1241, -26.5529, -3.1055)
O (-8.1536, -27.4508, -3.8496)
N (-9.0863, -25.6771, -2.9575)
N (-6.9960, -26.1379, -2.7341)
H (-9.8823, -25.7642, -3.5731)
H (-8.9492, -24.9757, -2.2438)
H (-6.9869, -25.3661, -2.0827)
H (-6.0980, -26.5090, -3.0097)
C (-12.1827, -24.0960, -10.6803)
O (-11.4531, -23.7431, -9.7379)
N (-11.6398, -24.8058, -11.6062)
N (-13.4828, -23.9409, -10.7092)
H (-10.6298, -24.7991, -11.5963)
H (-12.1254, -25.4756, -12.1855)
H (-13.9876, -23.6166, -9.8968)
H (-13.9652, -24.2646, -11.5355)
C (-23.3716, -20.4190, -1.1011)
O (-24.5470, -20.7395, -0.9983)
N (-22.7868, -19.5819, -0.3283)
N (-22.5491, -20.7866, -2.0717)
H (-23.3757, -19.1355, 0.3602)
H (-21.8699, -19.2072, -0.5258)
H (-21.5692, -20.9587, -1.8976)
H (-22.9901, -21.2666, -2.8432)
O (-19.3432, -26.1196, -10.3191)
H (-20.1125, -26.6130, -10.0344)
H (-18.9307, -25.8279, -9.5061)
O (-17.9076, -25.1389, 2.4974)
H (-17.7273, -24.9762, 1.5715)
H (-18.6368, -25.7590, 2.4945)

***

No. 5
Molecular formula: C8H32N16O8
Method: DFT, ωB97M-V/def2-TZVPD

Results
Energy relative to the best compared isomer or geometry (same formula, charge and spin) in kcal/mol: 65.5
Energy in Ha: -1802.3242

Positions of all 64 atoms, in Å:
C (1.0763, -1.0772, 3.4944)
O (0.1831, -1.9086, 3.4061)
N (0.8234, 0.2034, 3.9349)
N (2.4139, -1.3497, 3.3801)
H (-0.1136, 0.5903, 3.9817)
H (1.5874, 0.8440, 3.7891)
H (2.6703, -2.3146, 3.2709)
H (3.0521, -0.7045, 3.8082)
C (3.5188, -1.6192, -1.0301)
O (3.4451, -1.7165, 0.1948)
N (2.7171, -2.3028, -1.8825)
N (4.4854, -0.8493, -1.6173)
H (2.7942, -2.1389, -2.8882)
H (2.1314, -2.9844, -1.4372)
H (4.9211, -0.1381, -1.0583)
H (4.5758, -0.6905, -2.6067)
C (1.3464, 3.7709, 2.5303)
O (0.7395, 3.9740, 3.5627)
N (2.2345, 4.6234, 1.9344)
N (1.1135, 2.6219, 1.8045)
H (2.4166, 5.5361, 2.3074)
H (2.7539, 4.3777, 1.1136)
H (0.4755, 2.0058, 2.2745)
H (1.6877, 2.3658, 1.0237)
C (-2.8876, 1.3362, 2.4782)
O (-1.9040, 0.7271, 2.8954)
N (-3.1960, 1.3382, 1.1413)
N (-3.7699, 2.0494, 3.2271)
H (-4.0943, 1.6074, 0.7887)
H (-2.6459, 0.6875, 0.6261)
H (-4.4887, 2.6248, 2.8348)
H (-3.5737, 2.1511, 4.2071)
C (-3.1993, -3.4585, 1.8602)
O (-4.1133, -4.0891, 1.3453)
N (-2.9456, -2.1414, 1.5815)
N (-2.3121, -4.0031, 2.7363)
H (-2.1759, -1.6413, 1.9938)
H (-3.4208, -1.7730, 0.7795)
H (-2.3079, -4.9677, 2.9959)
H (-1.6682, -3.3553, 3.1591)
C (1.4995, -1.6390, -5.0027)
O (2.6665, -1.6887, -4.6147)
N (0.5122, -1.2157, -4.1891)
N (1.1483, -1.9076, -6.2999)
H (0.7573, -0.8825, -3.2600)
H (-0.4389, -1.0049, -4.4354)
H (0.1867, -1.8126, -6.5591)
H (1.8865, -2.2159, -6.9020)
C (-2.3235, 1.7326, -2.9253)
O (-2.6289, 1.3183, -1.8115)
N (-1.0442, 1.6487, -3.3927)
N (-3.2228, 2.3135, -3.7765)
H (-0.3383, 1.2987, -2.7381)
H (-0.7780, 2.1571, -4.2156)
H (-4.1573, 2.4416, -3.4362)
H (-2.9800, 2.6719, -4.6789)
C (0.6632, -0.0449, -0.5334)
O (0.6796, 0.2086, -1.7389)
N (1.6975, -0.5518, 0.1997)
N (-0.4338, 0.1260, 0.2574)
H (2.4146, -1.0946, -0.2620)
H (1.4733, -0.7468, 1.1594)
H (-1.2061, 0.6904, -0.0408)
H (-0.3795, -0.0143, 1.2546)

***

| no. | frontier orbital gap (eV) | LUMO level (eV) | HOMO level (eV) |
| --- | --- | --- | --- |
| 1 | 10.052 | 0.4 | -9.7 |
| 2 | 7.951 | -0.5 | -8.4 |
| 3 | 9.427 | 0.1 | -9.3 |
| 4 | 3.217 | -3.4 | -6.6 |
| 5 | 9.410 | 0.4 | -9.1 |